Entry 1:
A cluster of 2 separate species, C4H11NO3 in total at a distorted geometry. Source: the OMol25 dataset; level of theory: ωB97M-V/def2-TZVPD.

Last column: Mulliken charge in e.
Geometry (Å):
C1 0.1482 0.1634 -2.1118  -1.07
C2 0.7134 0.8716 -0.8206  -0.54
C3 1.2695 -0.2034 0.2397  0.26
N1 2.1631 0.2153 1.3156  -0.64
C4 0.1698 -1.1537 0.8679  0.39
O1 -0.9777 -0.8997 1.0679  -0.54
O2 0.6388 -2.3893 1.1605  -0.47
H1 -0.3600 -0.7365 -1.9028  0.34
H2 0.9753 0.1204 -2.8976  0.28
H3 -0.6783 0.7944 -2.4952  0.31
H4 -0.1107 1.5459 -0.3347  0.27
H5 1.5141 1.5109 -1.1291  0.36
H6 1.9189 -0.8647 -0.3708  0.25
H7 3.0723 0.3148 0.9995  0.23
H8 1.9274 1.0791 1.7135  0.23
H9 0.0221 -3.0585 1.2387  0.33
O3 -4.2980 1.3202 1.2818  -0.63
H10 -4.1024 0.8659 0.4344  0.31
H11 -4.0061 0.5038 1.7431  0.32

LUMO = 0.7 eV
E = -439.46143 a.u.
Total charge = 0
SMILES = CC[C@@H](N)C(=O)O.O
Energy relative to the best compared isomer or geometry (same formula, charge and spin) = 40.5 kcal/mol

---

Entry 2:
The molecule C2H6N2O at a distorted geometry. Source: the OMol25 dataset; level of theory: ωB97M-V/def2-TZVPD.

Last column: Mulliken charge in e.
Geometry (Å):
C1 0.3817 -1.2914 -0.1322  -0.77
N1 0.0923 0.1072 -0.3234  0.05
N2 1.1278 1.0012 0.1587  -0.58
C2 -1.4765 0.6222 -0.2496  0.13
O1 -2.4390 -0.0102 -0.4685  -0.41
H1 0.0098 -1.8470 0.8473  0.23
H2 -0.0295 -1.8215 -0.9235  0.29
H3 1.4303 -1.3411 0.1124  0.35
H4 0.9454 1.9587 0.0315  0.23
H5 1.3232 0.8637 1.1395  0.22
H6 -1.3654 1.7583 -0.1923  0.25

LUMO = 0.8 eV
E = -264.46456 a.u.
Total charge = 0
SMILES = CN(N)C=O
Energy relative to the best compared isomer or geometry (same formula, charge and spin) = 77.0 kcal/mol

---

Entry 3:
A structure of composition C24H41N4O5PS2 at a distorted geometry. Source: the OMol25 dataset; level of theory: ωB97M-V/def2-TZVPD.

Last column: Mulliken spin population.
Geometry (Å):
O1 1.6333 -2.4596 5.5568  0.00
P1 1.5997 -2.0866 4.1483  0.00
O2 1.9331 -3.3147 3.1756  0.00
O3 2.6539 -0.9712 3.7144  0.00
C1 -0.0112 -1.4845 3.6266  0.00
C2 -0.3745 -0.1895 3.3401  0.00
S1 0.7793 1.1335 3.4004  0.00
C3 -1.7369 0.1506 2.9929  0.00
C4 -2.7198 -0.7643 2.9341  -0.01
C5 -2.3976 -2.1073 3.2443  0.01
N1 -3.2361 -3.1429 3.2427  0.00
S2 -2.3601 -4.4252 3.6291  0.00
N2 -0.9208 -3.7686 3.8226  0.00
C6 -1.0514 -2.4649 3.5754  0.00
H1 2.0209 -3.0620 2.2496  0.00
H2 3.4047 -1.3270 3.2279  0.00
H3 0.0444 2.0189 2.7255  0.00
H4 -1.9634 1.1797 2.7606  0.00
H5 -3.7259 -0.4955 2.6522  0.01
C7 5.9766 2.1237 0.6062  0.01
C8 4.6124 1.5985 0.1339  0.02
C9 4.6463 1.2566 -1.3573  0.03
C10 4.6686 2.4897 -2.2581  -0.02
C11 3.4964 3.4139 -1.9321  0.03
C12 3.4339 3.8131 -0.4562  0.00
N3 3.5188 2.5835 0.3981  0.43
O4 2.3820 2.0041 0.5289  0.52
C13 4.5499 4.8193 -0.1226  0.02
C14 2.1108 4.5085 -0.1608  -0.01
C15 4.3247 0.3435 0.9498  -0.03
H6 5.9312 2.4125 1.6570  -0.01
H7 6.7178 1.3305 0.5059  0.00
H8 6.3484 2.9691 0.0377  0.00
H9 3.7634 0.6575 -1.6021  0.00
H10 5.5180 0.6272 -1.5496  0.00
H11 5.6194 3.0196 -2.1581  0.00
H12 4.6042 2.1776 -3.3019  0.00
H13 3.5477 4.3238 -2.5342  0.00
H14 2.5637 2.9080 -2.2011  0.00
H15 4.6875 4.9025 0.9559  -0.01
H16 4.2699 5.8025 -0.5001  0.00
H17 5.5073 4.5795 -0.5764  0.00
H18 1.2564 3.9003 -0.4470  0.00
H19 2.0692 5.4397 -0.7260  0.00
H20 2.0236 4.7460 0.9003  0.00
H21 4.2145 0.5940 2.0064  0.01
H22 5.1615 -0.3475 0.8359  0.00
H23 3.4157 -0.1561 0.6200  0.01
C16 -6.0768 -1.5475 -2.0146  0.01
C17 -4.7836 -0.7458 -1.8045  0.00
C18 -4.0461 -0.5452 -3.1308  0.03
C19 -3.3746 -1.8169 -3.6480  -0.02
C20 -2.4440 -2.4040 -2.5875  0.03
C21 -3.1394 -2.6531 -1.2478  0.02
N4 -3.8721 -1.4163 -0.8254  0.43
O5 -3.1071 -0.5791 -0.2234  0.52
C22 -4.0815 -3.8664 -1.3476  0.02
C23 -2.1143 -2.9841 -0.1733  -0.04
C24 -5.1973 0.6046 -1.2335  -0.01
H24 -6.5710 -1.7313 -1.0599  -0.01
H25 -6.7563 -0.9685 -2.6404  0.00
H26 -5.9335 -2.5010 -2.5114  0.00
H27 -3.2826 0.2275 -2.9966  0.00
H28 -4.7559 -0.1625 -3.8674  0.00
H29 -4.1267 -2.5498 -3.9514  0.00
H30 -2.7992 -1.5838 -4.5458  0.00
H31 -2.0131 -3.3460 -2.9342  0.00
H32 -1.6102 -1.7125 -2.4293  0.00
H33 -4.7725 -3.8900 -0.5042  -0.01
H34 -3.4900 -4.7814 -1.3195  0.00
H35 -4.6560 -3.9017 -2.2690  0.00
H36 -1.3489 -2.2150 -0.0841  0.01
H37 -1.6196 -3.9238 -0.4223  0.00
H38 -2.5999 -3.0985 0.7935  0.01
H39 -5.6533 0.4897 -0.2496  0.00
H40 -5.9308 1.0572 -1.9014  0.00
H41 -4.3549 1.2857 -1.1420  0.00

LUMO (alpha / beta) = -0.4 / -0.4 eV
E = -2672.03315 a.u.
Multiplicity = 3
Total charge = 0